[1]
14
Properties=species:S:1:pos:R:3:forces:R:3:lowdin_charge:R:1 method="wB97M-V/def2-TZVPD" gap_ha=0.308 energy_ha=-572.46862 smiles="C=S(C)(C)=N" lumo_ev=0.7 de_lowest_ev=4.666
C 0.67067 -1.51871 -1.03617 -4.050 1.993 2.249 -0.274
S 0.40889 -0.08097 -0.23770 0.297 0.192 0.771 0.704
C -0.06825 -0.15677 1.58587 1.324 -0.807 -1.285 -0.185
C -1.14875 0.81690 -0.70511 1.048 -0.651 -0.625 -0.175
N 1.65164 0.81385 -0.43682 0.034 -0.988 -0.597 -0.287
H 1.59389 -1.59217 -1.39270 3.669 -0.247 -1.318 -0.055
H -0.02145 -2.32067 -0.94596 -0.426 -0.262 0.079 -0.004
H -0.43605 0.81540 1.86717 0.142 0.480 0.114 0.036
H -0.91946 -0.84275 1.58016 0.455 -0.321 0.577 0.050
H 0.90113 -0.43814 2.08920 -1.441 -0.022 -0.241 0.078
H -0.95806 1.87855 -0.84603 0.315 -0.123 -0.047 0.059
H -1.31154 0.29752 -1.63072 -0.728 0.239 -0.626 0.039
H -1.93982 0.68789 -0.00046 -0.509 -0.354 0.415 0.035
H 1.57716 1.64007 0.10926 -0.129 0.869 0.535 -0.021


[2]
15
Properties=species:S:1:pos:R:3:forces:R:3:lowdin_charge:R:1 method="wB97M-V/def2-TZVPD" gap_ha=0.319 energy_ha=-970.79142 smiles=CNCCSS lumo_ev=0.5 de_lowest_ev=1.097
C 3.46200 -0.00369 0.68754 -0.653 -0.938 -0.857 -0.133
N 2.18003 0.63432 0.42081 1.105 -0.281 1.975 -0.153
C 1.04265 -0.23806 0.46723 -1.707 0.600 -2.446 -0.341
C -0.23331 0.47852 1.04194 0.898 -1.032 -0.726 -0.525
S -1.46143 0.83375 -0.29440 0.085 -0.122 0.844 0.401
S -1.92756 -1.12064 -0.90139 0.220 0.921 -0.588 0.305
H 4.27038 0.66213 0.99232 -0.268 0.047 0.038 0.073
H 3.79462 -0.63266 -0.16414 0.247 0.446 -0.004 0.074
H 3.24719 -0.77087 1.43636 0.388 0.382 0.423 0.070
H 2.15752 1.44583 -0.16839 -0.127 -0.265 -0.326 0.110
H 0.79410 -0.50142 -0.59243 -0.132 -0.078 0.565 0.070
H 1.16755 -1.22982 0.89116 0.718 0.295 0.659 0.110
H 0.17617 1.39035 1.47552 -0.647 0.266 -0.021 0.067
H -0.71303 -0.13728 1.80691 -0.031 0.276 -0.054 0.058
H -1.56416 -0.82593 -2.18302 -0.097 -0.516 0.517 -0.185